Entry 1:
Below is 2 unconnected molecules or ions with the total composition CH4O4Si, with properties calculated with wB97M-V/def2-TZVPD.

The gap between HOMO and LUMO (spin up / spin down) is 9.4 / 7.4 eV. The net charge is 0. As for the maximum force: 16.738 eV Å⁻¹. As for the spin multiplicity: 3. Its LUMO energy (spin up / spin down) is 0.43 / -3.49 eV.

Each line ends with the Mulliken charge.
CARTESIAN COORDINATES (ANGSTROEM)
C1 -0.2190 -1.8471 3.2780  0.81
O1 -1.1658 -0.9793 3.1487  -0.32
O2 0.2280 -0.6041 3.3275  -0.14
O3 -1.0936 0.3235 0.3651  -0.39
O4 0.0530 -2.9807 3.3162  -0.39
Si1 0.1722 -0.2291 -0.5026  0.45
H1 -1.4396 -0.0619 1.1793  0.36
H2 0.5750 0.8747 -1.2255  -0.15
H3 0.2593 -1.1547 -1.7457  -0.10
H4 1.2781 -0.7317 0.4984  -0.13

Entry 2:
Below is 2 unconnected molecules or ions with the total composition CH4OS, with properties calculated with wB97M-V/def2-TZVPD.

The gap between HOMO and LUMO (spin up / spin down) is 8.4 / 8.4 eV. Its SMILES is C=S.O. The net charge is 0. As for the maximum force: 6.068 eV Å⁻¹. As for the spin multiplicity: 1. Its LUMO energy (spin up / spin down) is -1.07 / -1.07 eV.

Each line ends with the Mulliken charge.
CARTESIAN COORDINATES (ANGSTROEM)
C1 -1.5815 0.3485 -0.0866  -0.30
S1 -0.7237 -0.4969 1.0517  -0.20
H1 -2.5217 0.7967 0.3059  0.22
H2 -1.2240 0.6141 -0.9846  0.31
O1 2.3113 -0.3807 0.1369  -0.59
H3 2.3691 -0.6031 -0.7546  0.29
H4 1.3705 -0.2785 0.3312  0.27

Ordered calculated total energy results: -630.68645 -513.86924; unit a.u..